C2H6N3O | ωB97M-V/def2-TZVPD

The calculation puts the energy at -8679.865 eV. The calculation puts the frontier orbital gap at 11.09 eV. The HOMO energy is -14.9 eV. As for the net charge: +1. The LUMO energy is -3.83 eV. The calculation puts the energy above the lowest of the compared OMol25 structures with the same formula, charge and spin at 323.4 kJ/mol. The calculation puts the largest force on an atom at 8.169 eV/Å.

```
12
Properties=species:S:1:pos:R:3:nbo_charge:R:1
C 1.04 1.66 0.55 0.883
C -1.23 -0.02 -0.07 0.306
N 1.79 1.38 -0.38 -0.876
N -0.20 -0.81 -0.95 -0.836
N -1.44 -0.75 1.00 -0.741
O 0.28 1.96 1.30 -0.435
H 2.67 1.28 -0.88 0.484
H 0.03 -1.78 -0.73 0.419
H -0.55 -0.66 -1.95 0.472
H -0.92 -1.69 1.20 0.397
H -2.09 -0.45 1.72 0.449
H 0.62 -0.12 -0.81 0.476
```